Here is 11 unconnected molecules or ions with the total composition C40H88BN4O18 at a distorted geometry from the Open Molecules 2025 dataset. Energies are from ωB97M-V/def2-TZVPD.

- 2S+1 = 1
- total charge = -1
- HOMO energy (eV) = -5.958

Each line ends with the Mulliken charge.
Atoms and positions in Å:
O (-4.59424, -2.16113, 2.40496)  -0.6560
C (-3.94994, -1.43182, 1.70697)  -0.1396
O (-3.49957, -1.67701, 0.49087)  -0.6167
B (-2.89630, -0.44852, -0.04140)  1.1780
O (-3.01592, 0.53476, 1.05780)  0.2846
C (-3.48808, -0.04424, 2.13021)  0.8929
O (-3.52132, 0.45700, 3.22316)  -0.6972
O (-3.56727, 0.01271, -1.27119)  -0.7394
C (-2.70246, 0.15580, -2.23424)  0.3681
O (-2.87098, 0.52265, -3.36380)  -0.9738
C (-1.31521, -0.22380, -1.66702)  -0.0113
O (-1.46721, -0.53893, -0.40717)  0.5179
O (-0.31998, -0.40228, -2.31079)  -0.0959
C (1.29775, -1.24461, 1.69333)  -0.8390
C (1.48680, -0.78660, 3.14800)  2.2136
C (0.09724, -0.32178, 3.62515)  -0.2377
C (-0.80249, -1.46203, 4.04760)  0.2089
C (-0.10067, -2.35420, 5.08023)  -1.9751
C (1.22087, -2.92398, 4.55417)  2.1735
N (2.03375, -1.81699, 4.04063)  0.1205
O (3.27501, -2.28051, 3.53375)  -0.4963
C (1.95199, -3.56066, 5.74092)  -1.8359
C (0.92898, -4.00900, 3.49553)  -1.7427
C (2.41244, 0.43096, 3.15204)  -2.0692
H (2.26107, -1.47092, 1.21439)  0.6515
H (0.87242, -0.47848, 1.04662)  0.0686
H (0.77913, -2.19829, 1.62857)  -0.3894
H (0.18418, 0.43481, 4.41384)  0.5662
H (-0.39065, 0.20406, 2.80285)  -0.8684
H (-1.01541, -2.05611, 3.15271)  -0.5163
H (-1.75104, -1.12047, 4.46179)  0.6271
H (-0.80837, -3.14406, 5.33273)  0.4376
H (0.12600, -1.71974, 5.94138)  0.3746
H (1.94825, -2.88312, 6.60691)  0.4416
H (1.40152, -4.44080, 6.07281)  0.3910
H (3.02391, -3.75117, 5.66906)  0.3597
H (0.95196, -5.00787, 3.93944)  0.3454
H (-0.10013, -3.94423, 3.13754)  0.1087
H (1.65310, -3.98607, 2.68559)  0.3044
H (2.64416, 0.70327, 4.18796)  0.5399
H (1.98141, 1.32047, 2.69928)  0.0231
H (3.36505, 0.11241, 2.72372)  0.4789
H (3.88050, -2.01801, 4.23419)  0.3888
C (3.09981, 0.82746, -3.71459)  -1.6180
C (2.65504, 2.27483, -3.50914)  2.1766
C (2.58796, 2.55578, -2.00085)  -0.6329
C (3.97169, 2.93736, -1.46840)  -1.0138
C (4.58580, 4.04655, -2.28288)  -1.4345
C (4.73460, 3.81019, -3.78813)  1.8075
N (3.42598, 3.26817, -4.25585)  0.3420
O (3.47892, 2.99792, -5.63249)  -0.5050
C (4.98823, 5.11895, -4.52163)  -2.0704
C (5.88172, 2.78302, -4.06933)  -1.6409
C (1.19420, 2.38159, -4.00952)  -1.9520
H (4.04671, 0.61952, -3.21125)  0.3740
H (3.18050, 0.55863, -4.77042)  0.5001
H (2.37321, 0.12004, -3.30651)  -0.0576
H (1.87976, 3.33198, -1.70557)  0.0758
H (2.35426, 1.65605, -1.42734)  0.1119
H (4.66373, 2.08379, -1.54225)  0.2988
H (4.01254, 3.12438, -0.39299)  0.5083
H (5.50965, 4.40305, -1.82042)  0.4219
H (3.89802, 4.90741, -2.28892)  0.3143
H (5.94327, 5.51364, -4.16998)  0.4185
H (5.03712, 4.93279, -5.59246)  0.5207
H (4.19757, 5.83645, -4.29939)  0.3958
H (5.46866, 1.94385, -4.62863)  0.3121
H (6.54302, 3.24210, -4.80831)  0.4847
H (6.38955, 2.46408, -3.16456)  0.2850
H (1.12556, 2.05303, -5.04639)  0.5164
H (0.77716, 3.38768, -3.94935)  0.3778
H (0.62305, 1.75865, -3.31925)  0.2492
H (2.97158, 3.71222, -6.03267)  0.3611
C (2.29762, -5.47900, -2.00511)  -1.8930
C (1.09149, -6.41149, -1.77382)  1.9059
C (1.20972, -7.03777, -0.37113)  -1.6317
C (0.61801, -6.17428, 0.75734)  0.2547
C (-0.82747, -5.83007, 0.38595)  -1.4967
C (-0.86323, -5.00435, -0.90943)  1.5289
N (-0.17787, -5.70229, -1.99018)  0.3892
O (-0.22067, -5.01488, -3.21752)  -0.5366
C (-2.32869, -4.87595, -1.33654)  -1.9800
C (-0.35453, -3.58422, -0.57496)  -0.5518
C (1.18983, -7.53929, -2.81682)  -1.8813
H (3.23360, -6.04094, -1.90513)  0.5352
H (2.42468, -4.71925, -1.22587)  0.2970
H (2.30767, -4.97797, -2.96920)  0.3675
H (0.59613, -7.94569, -0.36735)  0.3659
H (2.23782, -7.28802, -0.10916)  0.4991
H (1.29989, -5.32034, 0.78413)  -0.2633
H (0.73952, -6.75030, 1.67503)  0.5511
H (-1.23852, -5.21907, 1.18748)  0.2839
H (-1.39444, -6.73943, 0.17963)  0.5198
H (-2.80733, -4.31088, -0.52866)  0.3476
H (-2.43441, -4.29942, -2.25422)  0.3890
H (-2.84026, -5.82503, -1.48777)  0.4125
H (-0.50509, -2.89630, -1.40973)  0.2191
H (-0.84573, -3.14247, 0.29414)  -0.1415
H (0.70805, -3.47793, -0.33937)  0.1125
H (0.91858, -7.25042, -3.82924)  0.3359
H (0.54496, -8.37266, -2.53225)  0.4007
H (2.23241, -7.86571, -2.77840)  0.3919
H (0.29811, -4.18888, -3.07801)  0.4158
C (-0.41462, 2.55653, 1.00936)  -0.1585
C (-0.56866, 3.90100, 1.68497)  2.3957
C (0.25739, 4.95841, 0.89803)  -1.5194
C (-0.52781, 5.49666, -0.28113)  -0.2130
C (-1.87449, 6.05464, 0.21885)  -1.5159
C (-2.71397, 4.95540, 0.89739)  2.0614
N (-1.92200, 4.38414, 1.95059)  0.1290
O (-2.66030, 3.41617, 2.70156)  -0.3459
C (-3.89365, 5.80216, 1.47682)  -2.1403
C (-3.26051, 3.99999, -0.16292)  -1.4499
C (0.20631, 3.78209, 3.02607)  -2.2222
H (-1.10221, 1.87039, 1.51640)  -0.6393
H (0.55196, 2.06251, 1.10754)  0.3367
H (-0.68339, 2.49423, -0.05036)  -0.2494
H (0.50843, 5.76037, 1.60176)  0.4859
H (1.22666, 4.52813, 0.63577)  0.2990
H (-0.63341, 4.67917, -1.00242)  0.0653
H (0.07261, 6.21280, -0.85068)  0.5262
H (-2.32713, 6.41520, -0.70907)  0.5208
H (-1.75256, 6.94602, 0.83195)  0.3108
H (-4.39672, 6.40156, 0.72065)  0.3712
H (-4.62228, 5.17809, 1.99813)  0.2576
H (-3.46872, 6.48529, 2.21450)  0.5149
H (-3.97636, 3.25355, 0.19435)  0.1615
H (-3.87264, 4.56541, -0.87154)  0.5287
H (-2.46936, 3.51059, -0.72997)  0.2257
H (0.10832, 4.76254, 3.50642)  0.6709
H (1.28636, 3.65073, 2.95931)  0.2914
H (-0.22909, 3.03172, 3.68619)  0.1271
H (-2.83559, 2.73832, 2.02272)  0.1797
O (-5.23009, 2.57327, 4.49405)  -0.6557
H (-4.87219, 3.41877, 4.78400)  0.2866
H (-4.44806, 2.03463, 4.29138)  0.3172
O (-2.43448, 2.30412, -5.40133)  -0.6492
H (-1.83124, 1.55712, -5.45680)  0.2941
H (-2.86944, 2.18750, -4.54752)  0.3826
O (-6.47765, -0.80204, 4.38304)  -0.6968
H (-5.60543, -1.17514, 4.19571)  0.3458
H (-6.40485, 0.11833, 4.11073)  0.3380
O (-6.14437, 1.59590, 1.78254)  -0.6176
H (-5.70465, 2.03543, 2.52468)  0.2355
H (-7.08544, 1.71448, 1.94736)  0.2940
O (-5.10637, -0.94897, -4.51110)  -0.6937
H (-5.69356, -1.22191, -3.79886)  0.3104
H (-4.40454, -0.43824, -4.07003)  0.3896
O (1.12208, -2.70401, -3.71838)  -0.6580
H (0.89968, -1.77856, -3.53986)  0.2703
H (1.96906, -2.67285, -4.17622)  0.2618

---

Here is 21 unconnected molecules or ions with the total composition C28H96N13O23 at a distorted geometry from the Open Molecules 2025 dataset. Energies are from ωB97M-V/def2-TZVPD.

- 2S+1 = 1
- total charge = -1
- HOMO energy (eV) = -7.573

Each line ends with the Mulliken charge.
Atoms and positions in Å:
N (-0.40309, 0.00149, -0.17601)  -0.2500
O (-0.96116, 0.85468, -0.87971)  -0.1755
O (0.47434, -0.74925, -0.54430)  0.0113
O (-0.83526, -0.13529, 0.97147)  -0.7811
C (-2.87201, 3.06986, 0.89978)  -0.7025
O (-3.28761, 2.51731, -0.30214)  -0.4084
H (-1.80038, 3.24040, 1.00273)  0.2431
H (-3.34407, 4.03764, 1.06900)  0.4526
H (-3.34114, 2.55323, 1.73711)  0.0829
H (-2.66734, 1.83645, -0.57288)  0.2824
C (-5.91967, 0.44800, -0.20136)  -0.3865
O (-5.41995, 1.06141, -1.45088)  -0.6285
H (-5.81341, -0.63681, -0.19726)  0.1913
H (-5.30250, 0.87129, 0.59113)  0.0171
H (-6.98145, 0.67332, -0.10157)  0.3151
H (-4.84387, 1.78994, -1.20799)  0.4397
C (-1.63847, 3.57797, 5.34621)  -0.1827
O (-2.76569, 3.38161, 4.50456)  -0.6294
H (-0.80849, 3.90182, 4.71822)  0.1234
H (-1.80276, 4.30462, 6.14188)  0.3370
H (-1.43248, 2.57651, 5.72402)  -0.1006
H (-2.72660, 2.50791, 4.10867)  0.4239
C (3.84152, 2.51361, -2.51736)  -0.6639
O (4.79041, 1.44763, -2.44086)  -0.5357
H (4.17592, 3.46777, -2.11008)  0.4569
H (3.47254, 2.65584, -3.53311)  0.3558
H (3.03145, 2.24141, -1.84077)  0.0191
H (5.58042, 1.74677, -2.89693)  0.2293
C (-3.39692, 3.71353, -3.47403)  0.4724
O (-3.86343, 4.52146, -4.54695)  -0.6015
H (-2.31656, 3.59136, -3.39650)  -0.3342
H (-3.68574, 4.12765, -2.50802)  0.2089
H (-3.73264, 2.68757, -3.62500)  -0.0883
H (-3.09356, 4.65130, -5.10557)  0.3437
C (-0.86387, -4.34364, 4.54292)  -0.3898
O (-1.36815, -3.72230, 5.73220)  -0.5998
H (-1.65019, -4.92886, 4.06613)  0.3083
H (-0.39737, -3.65234, 3.84108)  -0.2117
H (-0.11389, -5.09738, 4.78272)  0.3738
H (-0.72740, -3.01803, 5.85486)  0.5160
C (0.50595, 2.29021, -3.44773)  -0.4783
O (0.58341, 2.89962, -2.12983)  0.6027
H (-0.50778, 1.95274, -3.66349)  -0.2701
H (0.70882, 2.90303, -4.32602)  0.6673
H (1.05511, 1.34877, -3.46228)  -0.2213
H (0.16689, 2.31005, -1.49695)  -0.2850
C (1.07863, -5.37346, 0.24701)  -0.2031
O (2.51678, -5.37119, 0.27961)  -0.6480
H (0.70036, -4.95484, 1.17962)  -0.0644
H (0.74492, -4.84597, -0.64659)  0.1226
H (0.80172, -6.42614, 0.18989)  0.4451
H (2.84288, -5.77008, -0.53042)  0.2958
C (1.69202, -2.08419, 2.57746)  -0.4129
O (0.83215, -1.08962, 3.02935)  2.1206
H (2.61322, -1.60429, 2.24705)  -0.0299
H (1.90209, -2.74376, 3.41945)  0.4765
H (1.31464, -2.60549, 1.69772)  -0.2242
H (0.31493, -0.71880, 2.31063)  -0.8475
C (5.70135, 0.18823, 1.15106)  -0.3159
O (6.71073, -0.60469, 0.51767)  -0.6200
H (4.93087, 0.55626, 0.47357)  -0.1022
H (5.13818, -0.37417, 1.89582)  0.2612
H (6.19071, 1.06292, 1.57949)  0.3598
H (6.19143, -1.27875, 0.07319)  0.3820
C (0.92078, 6.47350, -2.60132)  0.4899
O (0.69557, 7.68306, -2.73509)  -0.7346
N (1.51403, 5.59818, -3.37034)  -0.2257
N (0.53819, 5.81759, -1.57159)  -0.2255
H (1.70452, 4.64991, -3.07945)  0.1565
H (2.08155, 5.96987, -4.11858)  0.1894
H (0.28692, 6.28670, -0.71316)  0.1618
H (0.57386, 4.80864, -1.60028)  0.1695
C (0.32571, -3.14796, -3.68929)  0.3311
O (-0.75372, -3.56084, -3.20823)  -0.7802
N (0.90668, -2.01889, -3.36435)  1.3172
N (1.05079, -3.76629, -4.58012)  -0.3565
H (1.57149, -1.48928, -3.90993)  -0.3012
H (0.47362, -1.49233, -2.61917)  -0.8071
H (1.72593, -3.18631, -5.05753)  0.1166
H (0.57749, -4.49452, -5.09564)  0.3123
C (-3.03818, 0.33357, -4.77378)  0.6119
O (-2.28590, 1.07134, -5.39794)  -1.0958
N (-3.02517, 0.12599, -3.43543)  0.3640
N (-4.10721, -0.16546, -5.28730)  -0.4025
H (-3.90932, 0.15287, -2.94793)  0.1875
H (-2.22554, 0.45475, -2.91330)  -0.4315
H (-4.72450, -0.70471, -4.69716)  0.1603
H (-4.12449, -0.16070, -6.29713)  0.2949
C (3.78344, -0.74344, -5.37290)  0.4311
O (2.72164, -0.27663, -5.07485)  -0.5771
N (4.46340, -1.59899, -4.63259)  -0.3217
N (4.49122, -0.59010, -6.45393)  -0.4959
H (5.34161, -1.96571, -4.97079)  0.1634
H (4.07246, -1.85650, -3.73763)  0.0196
H (5.27856, -1.17053, -6.70551)  0.1465
H (3.94267, -0.15412, -7.18133)  0.3054
C (3.90464, -2.02465, -0.96873)  0.5741
O (4.97755, -2.49929, -0.67582)  -0.9459
N (2.81513, -2.71252, -0.90081)  0.4262
N (3.72281, -0.87495, -1.53886)  1.2193
H (1.94090, -2.22037, -1.01747)  -0.5469
H (2.86747, -3.66521, -0.56953)  0.0828
H (4.47428, -0.22146, -1.70722)  0.0948
H (2.76013, -0.60945, -1.69015)  -0.6959
C (0.22489, 0.09152, -7.41563)  0.5816
O (1.15213, -0.18041, -8.13343)  -0.7503
N (0.26776, 0.03822, -6.13687)  0.0134
N (-0.98696, 0.47449, -7.81700)  -0.3310
H (1.14153, -0.09594, -5.64837)  0.0696
H (-0.53886, 0.43344, -5.67509)  0.4679
H (-1.68945, 0.59936, -7.10215)  0.2828
H (-1.19738, 0.49459, -8.80464)  0.1772
C (-3.24167, -0.15234, 5.68575)  -1.4685
C (-2.82103, -0.28750, 4.23450)  1.4173
C (-4.00118, -0.73805, 3.27985)  -1.3180
O (-2.40483, 0.83850, 3.69204)  0.3966
H (-3.48922, -1.10906, 6.14565)  0.3798
H (-4.04066, 0.56666, 5.86668)  0.3862
H (-2.33582, 0.20107, 6.17834)  0.0980
H (-2.09833, -1.09912, 4.31866)  -0.3064
H (-4.84215, -0.04781, 3.34636)  0.3227
H (-4.30645, -1.72908, 3.61567)  0.4856
H (-3.71148, -0.83141, 2.23321)  0.0453
H (-1.90007, 0.60511, 2.90951)  -0.3071
C (-2.53951, -3.57122, 1.16276)  -0.7623
C (-2.98308, -3.70392, -0.24393)  0.3053
C (-3.22792, -2.38209, -0.97373)  -0.8484
O (-2.04372, -4.49072, -0.97853)  -0.5591
H (-3.34923, -3.18936, 1.78455)  0.2473
H (-1.66413, -2.93932, 1.31277)  -0.1724
H (-2.24174, -4.52546, 1.59733)  0.4693
H (-3.89742, -4.29721, -0.25362)  0.2978
H (-4.22695, -2.12580, -0.62110)  0.1670
H (-3.25862, -2.28016, -2.05852)  0.4201
H (-2.58766, -1.57992, -0.60674)  0.1462
H (-1.50243, -3.90044, -1.50784)  0.2867
C (-0.32689, -0.71806, 7.91684)  -1.8471
C (0.55353, -0.59435, 6.65362)  1.7764
C (1.98473, -0.29529, 6.95411)  -1.3094
O (0.53763, -1.85171, 6.02328)  -0.7871
H (0.22688, -1.14090, 8.75509)  0.4677
H (-1.24189, -1.30715, 7.85484)  0.3429
H (-0.61358, 0.22714, 8.37784)  0.3968
H (0.04672, 0.15120, 6.04092)  -0.4572
H (2.66353, -0.58365, 6.15150)  0.2882
H (2.32493, -0.81140, 7.85188)  0.3884
H (2.15632, 0.77686, 7.04976)  0.3257
H (0.68959, -1.63511, 5.10046)  0.0112
C (2.09733, 1.55246, 1.86094)  -0.3907
C (2.82814, 1.78922, 3.18890)  0.6216
C (2.07701, 2.85944, 4.04089)  -1.1984
O (2.94653, 0.50417, 3.92116)  -0.5977
H (2.01620, 2.50050, 1.32922)  0.6253
H (1.06449, 1.31479, 2.11558)  -0.2609
H (2.45336, 0.76484, 1.19686)  -0.1576
H (3.78437, 2.29239, 3.04551)  0.3122
H (1.97417, 3.80119, 3.50177)  0.4600
H (2.53561, 2.93236, 5.02703)  0.4024
H (1.07794, 2.44244, 4.16767)  -0.0902
H (2.25444, -0.06661, 3.57938)  0.1106

---

Here is a single C6H11N molecule at a distorted geometry from the Open Molecules 2025 dataset. Energies are from ωB97M-V/def2-TZVPD.

- SMILES = C=C(/C=C/C)NC
- 2S+1 = 1
- HOMO energy (eV) = -7.760

Each line ends with the Mulliken charge.
Atoms and positions in Å:
C (-2.32314, 0.34777, 0.72155)  -1.0002
C (-1.05520, 0.53948, 0.28710)  0.4985
C (-0.26723, -0.51799, -0.38480)  -0.8839
C (0.41149, -1.46465, 0.32452)  0.0538
C (1.40219, -2.48465, -0.15499)  -1.0562
N (-0.52377, 1.84157, 0.34124)  -0.3213
C (0.75329, 2.12556, -0.39462)  -0.7358
H (-2.68747, -0.67508, 0.73602)  0.3056
H (-2.86330, 1.12337, 1.26521)  0.3011
H (-0.09635, -0.39057, -1.45535)  0.3831
H (0.21736, -1.47969, 1.30820)  0.5331
H (1.99329, -1.98099, -0.90724)  0.2935
H (2.06236, -2.93145, 0.62547)  0.2940
H (0.84587, -3.27684, -0.67088)  0.2668
H (-1.17480, 2.66465, 0.17270)  0.2725
H (0.49508, 2.40788, -1.47831)  0.2556
H (1.47616, 1.22214, -0.36186)  0.2463
H (1.33417, 2.92950, 0.02601)  0.2937

---

Here is 2 unconnected molecules or ions with the total composition C3H9ClNOP at a distorted geometry from the Open Molecules 2025 dataset. Energies are from ωB97M-V/def2-TZVPD.

- SMILES = [H]/N=P/Cl.CC(C)O
- 2S+1 = 1
- HOMO energy (eV) = -10.303

Each line ends with the Mulliken charge.
Atoms and positions in Å:
H (-3.04872, -2.09083, -0.34166)  0.2877
N (-3.70803, -1.40208, -0.38172)  -0.4841
P (-3.15074, -0.22738, 0.50670)  0.4638
Cl (-4.57690, 1.20082, 0.17312)  -0.2421
C (0.91699, -1.12951, -0.97068)  -0.9837
C (1.24354, -0.25917, 0.36308)  0.3629
C (1.00645, 1.21062, 0.20012)  -1.1649
O (0.55922, -0.74748, 1.46530)  -0.5253
H (0.25886, -0.48686, -1.55050)  0.2471
H (1.65655, -1.52882, -1.80867)  0.2739
H (0.42564, -1.94228, -0.50730)  0.3000
H (2.29396, -0.48108, 0.59707)  0.2909
H (1.91412, 1.66582, -0.29477)  0.3256
H (0.81683, 1.50965, 1.20809)  0.3530
H (0.04054, 1.50453, -0.36510)  0.2739
H (-0.43708, -0.52251, 1.44787)  0.2213

---

Computed Kohn-Sham gap, in the same sequence as the records: 8.00; 9.33; 8.80; 9.44 eV.
Computed energy, in the same sequence as the records: -3175.29839; -3566.78991; -289.89303; -1051.20178 hartree.